# 1
This record from OMol25 describes a molecular structure, C23H48Br3F3N6O8. The level of theory is wB97M-V/def2-TZVPD.

The HOMO-LUMO gap is 8.4 eV. The energy above the lowest of the compared OMol25 structures with the same formula, charge and spin comes out at 0.0 kcal per mole. For the LUMO energy, the calculation gives -0.019 hartree. The calculation puts the total energy at -9857.36598 Eh. The max |F| comes out at 0.0362 Eh/bohr.

Structure (ORCA input):
```
! RIJCOSX wB97M-V def2-TZVPD def2/J DEFGRID3
* xyz 0 1
C 13.53632 -13.66903 25.69978
C 14.41326 -14.03216 26.87951
O 14.63651 -15.18789 27.21281
N 15.03734 -12.98321 27.44186
C 16.02201 -13.15822 28.48580
H 14.08609 -13.11183 24.93662
H 12.75185 -12.96776 26.00542
H 13.06770 -14.54043 25.25342
H 14.66910 -12.04862 27.32052
H 16.59942 -12.23201 28.57241
H 16.72611 -13.97784 28.39888
H 15.54534 -13.22607 29.47081
C 14.46252 -9.52356 28.43638
C 14.71647 -9.37111 26.95481
O 14.48789 -10.34502 26.23049
N 15.19206 -8.18069 26.57996
C 15.27824 -7.75478 25.19663
H 13.40538 -9.46020 28.67954
H 15.02336 -8.81849 29.05362
H 14.85473 -10.48288 28.77780
H 15.27967 -7.49661 27.30964
H 14.46696 -8.14981 24.58260
H 16.21016 -8.18446 24.82558
H 15.17129 -6.67514 25.14442
C 15.27953 -10.16350 22.19053
C 16.48629 -10.84318 22.82112
O 17.49606 -11.01024 22.15707
N 16.33000 -11.27527 24.08490
C 17.29009 -12.06759 24.82273
H 15.43792 -10.14528 21.11724
H 15.24812 -9.12682 22.53650
H 14.35624 -10.65878 22.49366
H 15.52699 -10.92974 24.59501
H 17.05814 -13.13190 24.76194
H 17.39741 -11.69971 25.83920
H 18.25820 -11.98250 24.32488
C 12.53038 -7.49896 21.80799
C 12.70571 -6.98590 20.38648
O 12.87686 -5.80070 20.14273
N 12.55706 -7.88620 19.38736
C 12.36029 -9.31767 19.50148
H 12.97930 -6.90227 22.59806
H 13.08667 -8.42708 21.95520
H 11.44923 -7.60235 21.88353
H 12.77480 -7.51999 18.47420
H 13.05652 -9.76555 20.21184
H 12.47570 -9.84091 18.55671
H 11.34540 -9.50843 19.86145
C 7.96103 -12.33732 23.35155
C 6.55167 -12.68867 23.77955
O 6.22626 -13.86418 23.90463
N 5.70269 -11.64998 23.96881
C 4.48274 -11.78229 24.72850
H 8.20478 -11.28485 23.48207
H 8.07039 -12.54215 22.28479
H 8.60606 -12.98393 23.93508
H 6.10075 -10.70544 23.90834
H 4.52136 -11.34749 25.72906
H 4.24633 -12.83298 24.89795
H 3.63805 -11.38786 24.16176
C 5.62829 -6.84704 23.86629
C 6.65770 -7.86942 23.44681
O 6.56129 -9.06075 23.74852
N 7.56715 -7.49248 22.52815
C 8.42072 -8.41133 21.79448
H 4.64966 -7.15269 23.50516
H 5.82707 -5.93904 23.28943
H 5.69981 -6.64466 24.93019
H 7.59147 -6.53548 22.22171
H 8.84465 -9.16759 22.45063
H 9.22890 -7.81254 21.37958
H 7.86387 -8.93836 21.01854
C 8.41710 -6.18593 27.35491
C 9.90016 -6.39808 27.17847
O 10.56711 -6.17143 28.43009
C 11.85638 -6.40935 28.51727
O 12.57079 -6.78636 27.62896
C 12.40040 -6.24185 29.95146
F 13.20031 -5.15795 29.96263
F 11.43352 -6.01631 30.83884
F 13.08851 -7.31686 30.31329
H 7.94684 -6.48051 26.42069
H 8.19985 -5.16813 27.66887
H 8.15303 -6.83695 28.19250
H 10.28637 -5.66606 26.45777
H 10.17839 -7.35039 26.72497
C 11.63152 -10.69213 24.35552
Br 11.07969 -11.19242 22.54917
Br 10.43831 -11.63889 25.60266
Br 11.36043 -8.78994 24.61628
H 12.62902 -11.01723 24.62665
*
```

Here are the Mulliken charges for atoms 1 to 5, given in e: number 1, C, carries -0.18; number 2, C, carries 0.49; number 3, O, carries -0.69; number 4, N, carries 0.24; number 5, C, carries -1.16

***

# 2
This record from OMol25 describes 9 unconnected molecules or ions with the total composition C23H48Cl16N2O2PS. The level of theory is wB97M-V/def2-TZVPD.

The HOMO-LUMO gap is 7.3 eV. For the LUMO energy, the calculation gives -0.133 hartree. The calculation puts the total energy at -9267.45824 Eh. The max |F| comes out at 0.0173 Eh/bohr.

Structure (ORCA input):
```
! RIJCOSX wB97M-V def2-TZVPD def2/J DEFGRID3
* xyz 1 1
C 1.08403 -0.89894 0.52529
C 1.05375 0.62665 0.42514
P -0.52626 1.44963 -0.10394
C -0.93949 2.45905 1.37389
C -1.81844 0.10846 0.01345
C -3.10484 0.40031 0.79373
C -4.03188 -0.77142 0.43871
O -4.16563 -1.81974 1.31118
N -2.95819 -2.00127 2.22138
O -3.02612 -3.01843 2.70763
N -3.44514 -1.28860 -0.95762
S -2.83545 -2.95337 -0.98864
C -2.43097 -0.22575 -1.33633
H 2.10522 -1.26699 0.41147
H 0.49025 -1.38861 -0.25201
H 0.72659 -1.24755 1.49721
H 1.35780 1.06190 1.37869
H 1.74979 0.94755 -0.34945
H -1.92881 2.90548 1.26473
H -0.21891 3.27804 1.40643
H -0.88586 1.91992 2.32264
H -1.41202 -0.80959 0.44981
H -3.57492 1.30233 0.39258
H -2.98222 0.52149 1.86670
H -5.04638 -0.44837 0.20581
H -4.21273 -1.32222 -1.62905
H -1.63069 -2.64045 -0.48299
H -3.05164 0.61589 -1.65296
H -1.77415 -0.55138 -2.13984
Cl 1.76914 0.41796 -3.00815
C 2.67574 -1.10313 -2.77586
C 2.12496 -2.23667 -3.59532
Cl 0.51421 -2.76721 -3.01356
H 2.65026 -1.33739 -1.71878
H 3.70685 -0.90533 -3.05999
H 2.78365 -3.09713 -3.49277
H 2.02456 -1.98073 -4.64622
Cl 4.59890 -3.10655 -0.77572
C 6.03992 -2.17833 -0.25100
C 5.66942 -0.98611 0.59060
Cl 4.79436 0.26722 -0.33732
H 6.58582 -1.89266 -1.14492
H 6.65560 -2.85148 0.34228
H 6.58695 -0.53923 0.96563
H 5.03123 -1.27222 1.42285
Cl 0.11305 -8.16026 -1.00052
C -0.69661 -7.38145 0.37755
C -1.25556 -6.03003 0.00458
Cl 0.04416 -4.84620 -0.34508
H 0.02569 -7.29748 1.18557
H -1.51130 -8.03258 0.68948
H -1.84205 -5.63518 0.83337
H -1.87692 -6.10165 -0.88555
Cl 9.53059 -1.34933 -1.36382
C 10.64846 -0.55310 -0.21706
C 10.54706 -1.13168 1.16836
Cl 8.97599 -0.74367 1.93418
H 10.42382 0.50933 -0.22230
H 11.65640 -0.70534 -0.59850
H 11.31806 -0.70048 1.80310
H 10.64630 -2.21370 1.15909
Cl 11.97235 2.12295 1.81189
C 10.82845 2.65314 3.07971
C 11.50292 2.77721 4.42176
Cl 11.99272 1.18571 5.05982
H 10.02037 1.92613 3.11016
H 10.43514 3.61828 2.76658
H 10.80610 3.21035 5.13699
H 12.39272 3.39841 4.36455
Cl -5.14266 2.38168 -1.81267
C -5.02060 3.63088 -3.10292
C -3.69898 3.56130 -3.82108
Cl -2.35267 4.02858 -2.75326
H -5.16072 4.59009 -2.61302
H -5.84554 3.44643 -3.78694
H -3.70861 4.25394 -4.66060
H -3.50035 2.55837 -4.19114
Cl -5.52852 3.40415 2.50496
C -6.25687 1.79664 2.73229
C -6.89110 1.28689 1.46042
Cl -8.34442 2.19991 1.00070
H -6.98087 1.85944 3.54049
H -5.45300 1.12278 3.02885
H -7.18791 0.24676 1.59489
H -6.19190 1.39010 0.63216
Cl -10.81024 5.19993 -0.87804
C -11.67283 3.65424 -0.66103
C -12.33413 3.18704 -1.93377
Cl -13.68548 4.24067 -2.41716
H -12.40252 3.79704 0.13171
H -10.93778 2.91563 -0.34506
H -12.74301 2.18956 -1.78125
H -11.62539 3.16352 -2.75775
*
```

Here are the Mulliken charges for atoms 1 to 5, given in e: number 1, C, carries -0.70; number 2, C, carries -0.39; number 3, P, carries 0.20; number 4, C, carries -1.33; number 5, C, carries 0.99

***

Q: Among the records above, which one has the lowest max |F|?
A: C23H48Cl16N2O2PS